Entry from the OMol25 dataset: a structure of composition C38H38ClHoN2O5P2 (the ωB97M-V functional and the def2-TZVPD basis).

The geometry in XYZ format:
```
87
Properties=species:S:1:pos:R:3:forces:R:3
Ho -0.1522 0.0750 0.6848 0.1 -0.6 0.1
Cl 0.1788 0.4073 3.5309 -0.1 0.0 0.5
P -2.3058 -1.6457 -0.2199 -0.7 -0.5 -0.9
P -1.3257 0.2176 -2.1786 -1.0 -0.2 -0.8
O 0.5828 -1.8133 1.4818 -0.1 -0.5 0.4
O 1.0395 -1.2402 -1.2633 0.0 0.0 0.1
O 2.5616 2.7258 -1.0146 -0.2 0.0 0.1
O 2.0933 -3.2478 2.3050 -0.1 0.1 0.0
O 0.7620 1.7796 -0.0707 0.5 0.9 -0.5
N 2.5422 -0.1381 0.8124 0.2 0.3 0.4
N -2.7848 -0.6125 -1.5693 0.2 0.1 0.1
C -0.2886 -5.0685 -1.1711 0.0 -0.1 0.0
C -5.1370 -3.1509 2.2810 0.0 0.0 0.0
C 0.9490 3.0087 3.6497 0.1 0.0 0.1
C 2.7525 -0.9521 2.0151 -0.2 -0.2 -0.1
C -1.0177 3.7981 1.8565 0.1 0.0 0.0
C -3.1834 3.2759 -5.0956 0.0 0.0 0.0
C -2.1095 3.6325 -4.2982 0.0 0.1 0.0
C -1.5855 2.7211 -3.3886 0.0 -0.1 0.2
C 1.0247 -0.9100 -5.2723 0.0 0.0 0.0
C -0.0763 4.7010 2.3071 -0.1 0.1 0.0
C 0.9026 4.3243 3.2219 0.1 -0.1 0.0
C 2.3366 -0.7247 -1.5703 0.2 0.1 0.2
C 3.2060 -0.7850 -0.3279 -0.3 0.0 -0.2
C -0.7144 -0.7725 -3.6012 0.2 0.1 0.1
C -1.8403 -3.2227 -1.0364 0.2 0.0 0.2
C 2.0257 2.0321 -0.1718 0.9 0.2 0.1
C -3.1997 1.0861 -4.1059 0.0 0.0 0.0
C -3.7297 2.0002 -4.9979 0.0 -0.1 0.0
C 0.3696 -1.9808 -5.8664 0.0 0.0 -0.1
C 0.0057 2.1184 3.1713 0.0 0.3 -0.4
C -6.2874 -3.1939 1.5088 0.0 0.0 0.1
C -3.9615 -2.6468 1.7438 0.1 0.0 -0.1
C -1.3857 -1.8069 -4.2302 0.0 0.0 0.1
C -2.6723 -3.8761 -1.9421 0.0 0.0 -0.1
C -1.0977 -5.6844 -2.1115 0.0 0.0 0.0
C -6.2635 -2.7265 0.2017 0.0 0.0 0.0
C -3.6736 0.4831 -1.0690 -0.2 0.0 -0.1
C -3.9282 -2.1923 0.4284 0.1 0.2 0.3
C 2.8833 1.2884 0.8897 -0.2 0.1 -0.3
C 1.7420 -2.1362 1.9585 0.7 0.1 0.1
C -2.2991 -5.0940 -2.4833 -0.1 0.1 0.0
C -0.8387 -2.4186 -5.3499 0.0 0.0 0.0
C 0.4816 -0.3080 -4.1506 0.0 0.0 0.1
C -1.0208 2.4556 2.2764 -0.1 -0.1 0.4
C -0.6635 -3.8469 -0.6262 0.0 0.1 0.0
C -2.1292 1.4466 -3.2892 0.2 0.2 0.2
C -5.0906 -2.2253 -0.3382 0.0 0.0 0.0
C -1.9588 1.4441 1.7882 0.0 0.0 -0.1
H -5.0799 -1.8437 -1.3517 0.0 0.0 0.0
H 0.7915 -2.4583 -6.7416 0.0 0.0 0.0
H 4.1782 -0.3236 -0.5326 0.0 0.0 0.0
H 3.9416 1.4887 0.7008 0.0 0.0 0.0
H -3.5979 3.9871 -5.7986 0.0 0.0 0.0
H -3.6120 0.0867 -4.0339 0.0 0.0 0.0
H 3.7673 -1.3497 2.0920 0.0 0.0 0.0
H 1.9572 -0.5439 -5.6831 0.0 0.0 0.0
H 0.9759 0.5469 -3.7005 0.1 0.0 0.0
H -2.3080 0.8083 2.6080 0.0 0.0 -0.1
H 1.7142 2.6678 4.3360 0.0 0.0 0.0
H -3.1069 1.3255 -0.6671 0.0 0.0 0.0
H 2.5543 -0.3628 2.9064 0.0 0.0 0.0
H -4.3292 0.1183 -0.2834 0.1 0.0 0.0
H -0.1026 5.7215 1.9457 0.0 0.0 0.0
H -4.2885 0.8488 -1.8887 0.0 0.0 0.0
H 2.7903 -1.2963 -2.3831 0.0 0.0 -0.1
H -0.8079 -6.6348 -2.5412 0.0 0.0 0.0
H -2.9510 -5.5875 -3.1934 0.0 0.0 0.0
H -5.1557 -3.5034 3.3039 0.0 0.0 0.0
H -4.5655 1.7172 -5.6254 0.0 0.0 0.0
H -2.3441 -2.1232 -3.8579 -0.1 -0.1 0.1
H -2.8238 1.9253 1.3365 0.0 -0.1 -0.1
H -1.6781 4.6219 -4.3794 0.0 0.0 0.0
H 2.1997 0.3042 -1.8941 0.0 0.0 -0.1
H 1.6323 5.0371 3.5806 0.0 0.0 0.0
H -0.0657 -3.3944 0.1592 0.0 0.0 0.0
H -3.6194 -3.4347 -2.2221 0.0 0.0 0.0
H -1.3684 -3.2366 -5.8227 0.0 0.0 0.0
H -0.7533 2.9986 -2.7500 0.0 0.0 0.0
H -7.1639 -2.7497 -0.3990 0.0 0.0 0.0
H -1.7678 4.1131 1.1410 0.0 0.0 0.0
H 1.1411 -2.1660 -1.0124 -0.2 -0.1 0.0
H -7.2054 -3.5840 1.9291 0.0 0.0 0.0
H 0.6274 -5.5453 -0.8454 0.0 0.0 0.0
H 3.3750 -1.8360 -0.0800 0.0 0.0 0.0
H -3.0575 -2.6083 2.3420 0.0 0.0 0.0
H 2.6166 1.6799 1.8730 -0.1 -0.1 0.0
```
Positions in Å, forces in eV/Å.

## Properties
Spin multiplicity: 5
Expectation value of S²: 6.004
Charge: 0
Gap between HOMO and LUMO (spin up / spin down) in hartree: 0.2721 / 0.2716
Relative energy (zero: lowest compared OMol25 entry of this formula, charge and spin) in eV: 0.587

=====

Entry from the OMol25 dataset: a structure of composition C40H28BiCl2N6O2PS2Se2 (the ωB97M-V functional and the def2-TZVPD basis).

The geometry in XYZ format:
```
84
Properties=species:S:1:pos:R:3:forces:R:3
Bi -1.0648 -0.0699 1.0353 1.3 0.7 -0.7
Se -3.1746 1.1945 -1.6050 -0.7 0.2 0.0
Se -1.3252 0.1070 -2.7041 0.3 0.1 -0.1
Cl 3.6457 -3.4635 4.7713 0.6 -0.3 0.5
Cl 1.6113 -5.7347 3.8124 0.4 -1.4 0.2
S 1.3316 -0.9487 -3.3285 -0.3 0.1 0.5
S 1.8898 0.1177 0.0538 -1.3 0.3 1.2
P 2.4785 -0.3129 -1.7705 -0.6 -0.2 -1.9
O 1.2455 0.9235 4.6619 -1.8 0.3 -1.7
O -2.7535 -3.8031 1.8162 -0.7 1.4 1.0
N -1.0238 2.2011 2.2089 -0.7 1.0 0.9
N -1.4938 -2.1505 -1.1810 1.1 1.1 -0.4
N -1.2998 -2.0408 1.9345 -2.2 1.2 0.5
N -3.5361 -0.2851 1.8004 -1.8 -1.2 0.6
N -1.4004 3.3006 -1.1132 0.0 -0.7 -0.2
N 0.3362 -0.1016 2.7874 -1.0 0.3 0.8
C 2.1223 -3.1029 4.1306 -2.0 0.0 -1.9
C 4.5482 -1.8656 -2.7093 0.5 -1.0 0.3
C 4.6340 1.4258 -1.9084 -0.8 0.0 0.0
C 0.0652 3.2546 4.1000 -0.8 0.5 -0.3
C -0.9593 5.1725 -2.5725 -0.1 -0.9 0.7
C 2.7195 2.0735 -3.2777 0.3 -0.3 0.9
C -3.2041 -2.2226 -2.7865 0.7 1.4 -0.5
C -2.0725 -1.5864 -2.2276 -1.2 -1.1 0.3
C -1.8009 3.3101 2.0717 0.5 -0.2 0.5
C 1.2400 -4.1088 3.6120 0.2 1.6 0.9
C -0.1683 2.1772 3.2440 -0.6 1.7 0.5
C 0.0374 -3.7935 2.9869 0.3 0.9 -0.2
C -2.8865 -4.1078 -1.2704 0.4 1.4 -0.3
C -2.5749 -2.5771 1.8670 2.2 -2.4 -1.2
C 4.5807 3.5103 -3.1378 0.8 0.5 -0.6
C 5.2649 2.5625 -2.3716 0.5 0.8 0.4
C 5.4920 -2.9133 -2.6667 -0.5 0.6 0.9
C -3.6271 -3.4318 -2.2729 0.6 -1.4 0.5
C 0.5049 0.9525 3.6444 2.8 -2.5 0.7
C -4.6771 0.5075 1.8312 1.7 -1.2 -0.8
C -0.2490 -2.4429 2.7535 0.7 -0.5 0.0
C -1.7819 -3.3659 -0.8000 0.0 -1.5 1.7
C -2.6235 3.5679 -3.1426 0.4 -0.7 -0.1
C -6.0910 -1.3451 1.1858 0.1 0.7 -0.9
C -3.7085 -1.6533 1.5840 -1.5 2.7 0.0
C -5.9244 0.0115 1.4424 0.9 0.3 1.6
C -2.3044 2.8584 -1.9677 -0.5 1.0 -0.6
C 3.3407 1.1682 -2.3725 0.0 0.7 -0.7
C 3.6938 -1.6252 -1.6337 0.6 -0.4 0.5
C 5.5517 -3.6235 -1.4623 0.3 -0.5 0.6
C -4.9756 -2.1490 1.2023 1.0 -1.0 0.2
C -1.9410 4.7234 -3.4770 0.7 0.0 1.6
C -0.7643 4.3790 3.9647 0.4 -0.1 -0.1
C -1.7475 4.4041 2.9731 1.3 -1.7 -1.1
C 4.6981 -3.4075 -0.3620 0.1 0.0 -1.2
C -0.7097 4.3917 -1.4379 -0.9 -0.2 -0.4
C 3.7345 -2.4050 -0.4717 0.1 0.0 0.7
C 0.6262 -1.4206 3.2079 -0.1 -0.6 -0.7
C 1.7923 -1.7686 3.8743 0.2 0.1 0.7
C 3.3052 3.2925 -3.6264 0.4 -1.7 0.9
H 5.0494 0.7728 -1.1377 0.2 0.1 -0.5
H 2.7995 3.9628 -4.2831 -0.2 0.5 -0.2
H -2.4538 3.3064 1.1975 0.2 0.1 0.3
H -4.4628 -3.9302 -2.7409 -0.3 0.1 0.1
H 4.4673 -1.2236 -3.5576 0.0 0.2 -0.6
H 4.8043 -4.0921 0.4870 -0.2 0.6 -0.1
H -1.1122 -3.6466 0.0620 -1.1 -0.4 -1.1
H -7.0509 -1.7432 0.8651 0.1 0.1 0.2
H -0.6229 5.2627 4.5863 0.0 -0.3 0.0
H -3.7395 -1.7190 -3.5996 0.2 -0.4 0.3
H 6.3187 -4.3803 -1.2778 -0.2 0.1 -0.5
H 2.4227 -0.9505 4.2320 -0.1 -0.5 -0.2
H 3.0585 -2.1670 0.3759 0.5 -0.2 -0.8
H -3.1641 -5.0618 -0.8017 0.2 0.5 -0.5
H -4.5587 1.5625 2.1602 0.1 -0.9 -0.5
H -3.3207 3.1371 -3.8427 -0.2 0.0 0.0
H 0.0392 4.5541 -0.6994 0.7 0.9 0.2
H -2.3009 5.2801 2.7329 -0.6 0.4 0.2
H 0.8537 3.1066 4.8493 -0.6 0.3 -0.3
H -5.0548 -3.2062 0.9248 0.1 0.4 0.4
H 6.2942 2.7794 -2.0597 -0.5 -0.1 -0.1
H -6.7112 0.7194 1.6013 -0.7 0.0 -0.4
H 5.0969 4.4253 -3.4395 0.0 -0.3 0.2
H -0.3756 6.0700 -2.6144 0.1 0.4 -0.7
H -2.1854 5.2407 -4.3723 -0.1 0.4 -0.6
H -0.6517 -4.5375 2.5833 0.5 0.1 0.3
H 1.7403 1.8468 -3.6455 -0.4 -0.3 -0.2
H 6.1939 -3.1290 -3.4863 -0.5 0.2 0.4
```
Positions in Å, forces in eV/Å.

## Properties
Charge: 0
Gap between HOMO and LUMO in hartree: 0.2292
Relative energy (zero: lowest compared OMol25 entry of this formula, charge and spin) in eV: 1.050

=====

Entry from the OMol25 dataset: the molecule C4H10O2 (the ωB97M-V functional and the def2-TZVPD basis).

The geometry in XYZ format:
```
16
Properties=species:S:1:pos:R:3:forces:R:3
O -0.6299 -1.2520 0.1015 -0.2 -0.5 0.6
O 1.3771 -0.1869 0.6017 -0.8 -1.0 -0.3
C 2.5618 0.3373 0.0709 -0.5 0.8 -0.2
C 0.5758 -0.8226 -0.3987 -0.1 0.8 -1.1
C -1.4283 -0.2725 0.7518 -0.2 0.4 0.6
C -2.2680 0.5491 -0.2320 -0.4 0.4 -0.3
H 3.1532 -0.4051 -0.4374 0.3 -0.4 -0.4
H -0.7547 0.3971 1.3216 -0.4 -0.3 -0.2
H 3.1456 0.7502 0.8719 0.2 0.0 0.5
H 0.3818 -0.1057 -1.2621 0.5 -0.3 0.8
H -1.6162 1.0601 -0.9682 -0.2 -0.3 0.4
H -2.7909 1.3763 0.3254 0.3 -0.9 -0.6
H 1.0367 -1.7285 -0.8278 0.2 0.3 0.3
H 2.3132 1.1810 -0.5828 0.2 -0.1 -0.3
H -2.0649 -0.8112 1.5022 0.5 0.4 -0.8
H -2.9924 -0.0667 -0.8380 0.6 0.6 0.9
```
Positions in Å, forces in eV/Å.

## Properties
Charge: 0
Gap between HOMO and LUMO in hartree: 0.3988
Relative energy (zero: lowest compared OMol25 entry of this formula, charge and spin) in eV: 1.579

=====

> Which of these has the highest relative energy (zero: lowest compared OMol25 entry of this formula, charge and spin)?

C4H10O2